Entry 1:
This record from the Open Molecules 2025 dataset describes a 10-piece molecular cluster, C24H54N6O18 overall. The level of theory is the ωB97M-V functional and the def2-TZVPD basis.

## Properties
- charge = 0
- 2S+1 = 1

Last column: Mulliken charge in e.
CARTESIAN COORDINATES (ANGSTROEM)
C 1.70 -13.89 22.55  -0.27
N 2.86 -13.69 23.46  1.09
O 2.63 -13.43 24.62  -0.59
O 3.97 -13.87 23.01  -0.58
H 1.01 -14.47 23.17  0.34
H 1.88 -14.58 21.74  0.09
H 1.23 -12.93 22.39  -0.07
C -0.65 -16.36 19.52  -0.48
N -0.53 -17.21 20.75  0.79
O 0.56 -17.33 21.25  -0.32
O -1.49 -17.83 21.13  -0.58
H -1.57 -15.80 19.60  0.31
H -0.71 -17.08 18.70  0.27
H 0.31 -15.86 19.49  0.02
C 3.43 -17.53 16.31  -0.44
N 2.12 -16.80 16.25  1.00
O 2.11 -15.71 15.72  -0.58
O 1.18 -17.31 16.82  -0.56
H 3.18 -18.56 16.06  0.29
H 3.79 -17.53 17.33  0.05
H 4.05 -17.05 15.56  0.24
C 4.34 -17.15 20.70  0.70
N 3.86 -16.16 19.71  0.55
O 2.67 -16.09 19.54  -0.06
O 4.69 -15.62 19.03  -0.42
H 3.55 -17.67 21.21  -0.93
H 4.92 -16.56 21.43  0.43
H 5.12 -17.74 20.24  -0.27
C 3.92 -21.46 22.17  -0.25
N 3.37 -21.04 20.83  0.90
O 2.93 -19.91 20.74  -0.43
O 3.34 -21.87 19.96  -0.58
H 3.34 -20.91 22.90  -0.33
H 5.00 -21.37 22.15  0.25
H 3.64 -22.51 22.22  0.38
C 6.33 -14.51 16.73  -0.32
N 7.36 -13.74 15.99  0.99
O 7.36 -12.54 16.05  -0.57
O 8.18 -14.39 15.38  -0.58
H 6.75 -14.73 17.71  0.27
H 6.14 -15.45 16.23  0.22
H 5.43 -13.90 16.69  0.02
C 0.10 -10.40 21.65  -0.86
O 0.45 -10.85 20.36  -0.31
C 1.77 -10.49 19.99  -0.36
C 2.11 -11.13 18.67  -0.64
O 2.00 -12.52 18.77  -0.11
C 2.54 -13.19 17.64  -0.39
H 0.90 -10.62 22.36  0.37
H -0.81 -10.93 21.92  0.23
H -0.24 -9.36 21.63  0.30
H 2.50 -10.92 20.69  0.23
H 1.86 -9.41 19.91  0.38
H 3.16 -10.87 18.47  0.35
H 1.50 -10.72 17.85  0.35
H 3.61 -13.01 17.52  0.22
H 1.97 -12.83 16.78  0.40
H 2.40 -14.26 17.79  -0.27
C 7.93 -17.05 23.10  -0.90
O 6.83 -17.92 23.32  0.02
C 6.93 -18.87 24.39  -0.80
C 5.50 -19.25 24.77  0.59
O 5.60 -20.54 25.36  -0.38
C 4.42 -20.91 26.00  -0.43
H 8.24 -16.58 24.03  0.36
H 7.56 -16.37 22.34  0.22
H 8.77 -17.56 22.61  0.33
H 7.41 -18.44 25.28  0.31
H 7.56 -19.65 23.97  0.29
H 4.83 -19.33 23.91  -0.44
H 5.17 -18.45 25.44  0.31
H 4.13 -20.22 26.80  0.35
H 4.54 -21.87 26.52  0.33
H 3.51 -21.03 25.39  -0.01
C 2.03 -17.67 24.04  -0.10
O 1.45 -18.84 24.56  -0.40
C 0.76 -19.61 23.59  0.23
C 0.67 -21.06 24.02  -0.59
O 0.02 -21.24 25.26  -0.36
C -0.18 -22.60 25.53  -0.76
H 1.25 -16.90 23.91  0.33
H 2.50 -17.75 23.06  -0.40
H 2.70 -17.22 24.77  0.41
H 1.29 -19.63 22.63  -0.08
H -0.22 -19.14 23.44  0.53
H 1.70 -21.37 24.21  -0.08
H 0.20 -21.65 23.23  0.49
H 0.75 -23.19 25.56  0.28
H -0.78 -23.05 24.73  0.32
H -0.70 -22.72 26.48  0.27
C 6.31 -19.89 19.43  0.19
C 7.18 -19.05 20.10  0.13
C 8.17 -18.32 19.45  -0.64
C 8.26 -18.49 18.07  -0.59
C 7.39 -19.31 17.38  -0.52
C 6.37 -20.02 18.05  -0.81
H 5.78 -20.67 19.97  0.18
H 7.08 -18.87 21.17  0.24
H 8.85 -17.64 19.94  0.39
H 9.16 -18.15 17.57  0.43
H 7.49 -19.47 16.32  0.42
H 5.78 -20.78 17.55  0.51

Entry 2:
This record from the Open Molecules 2025 dataset describes one molecule with the formula C3H5NO2S. The level of theory is the ωB97M-V functional and the def2-TZVPD basis.

## Properties
- charge = 0
- 2S+1 = 1

Last column: natural (NBO) charge in e.
CARTESIAN COORDINATES (ANGSTROEM)
C 0.16 -2.08 1.09  -0.66
C -0.08 -0.79 0.39  0.19
C 1.04 -0.40 -0.63  0.72
H -0.81 -2.45 1.44  0.24
H 0.65 -2.76 0.37  0.25
H 0.88 -1.94 1.87  0.23
H -2.48 1.63 0.85  0.12
H 1.26 1.38 0.19  0.50
N -0.98 0.05 0.67  -0.57
O 1.56 0.82 -0.54  -0.67
O 1.33 -1.16 -1.49  -0.55
S -1.41 1.63 0.10  0.19

Entry 3:
This record from the Open Molecules 2025 dataset describes one molecule with the formula C21H25N5O5. The level of theory is the ωB97M-V functional and the def2-TZVPD basis.

## Properties
- charge = 0
- 2S+1 = 1

Last column: natural (NBO) charge in e.
CARTESIAN COORDINATES (ANGSTROEM)
C -1.20 -2.83 -2.43  -0.26
H -2.11 -3.42 -2.53  0.20
O -1.16 -2.43 -1.08  -0.51
C -0.03 -1.82 -0.62  0.33
C 1.01 -1.38 -1.42  -0.29
C 2.13 -0.80 -0.85  -0.22
C 2.25 -0.66 0.52  -0.03
C 1.20 -1.09 1.33  -0.32
C 0.06 -1.65 0.78  0.26
O -1.01 -2.10 1.48  -0.49
C -0.99 -2.01 2.89  -0.25
H -0.14 -2.56 3.31  0.17
H -1.91 -2.47 3.22  0.20
H -0.96 -0.98 3.24  0.18
H 1.27 -0.99 2.40  0.22
C 3.55 -0.10 1.07  -0.42
H 4.34 -0.83 0.89  0.23
H 3.80 0.79 0.49  0.21
C 3.57 0.26 2.55  -0.22
N 2.57 1.27 2.84  -0.63
C 1.97 1.36 4.04  0.67
O 2.27 0.73 5.02  -0.61
C 0.82 2.40 4.04  -0.32
N -0.09 2.10 2.99  0.01
N 0.23 2.17 1.71  -0.30
C -0.85 1.67 1.11  0.30
N -1.78 1.34 2.02  -0.27
N -1.29 1.61 3.18  -0.03
C -0.98 1.45 -0.31  -0.12
C -0.02 1.90 -1.20  -0.17
C -0.15 1.62 -2.55  -0.29
C -1.23 0.89 -3.02  0.26
C -2.22 0.44 -2.11  0.33
C -2.08 0.73 -0.76  -0.27
H -2.80 0.39 -0.04  0.25
O -3.24 -0.28 -2.65  -0.50
C -4.16 -0.87 -1.76  -0.26
H -4.74 -0.12 -1.23  0.18
H -3.66 -1.53 -1.05  0.19
H -4.83 -1.46 -2.39  0.20
O -1.43 0.53 -4.31  -0.49
C -0.51 0.97 -5.28  -0.25
H -0.46 2.06 -5.33  0.18
H -0.87 0.58 -6.23  0.20
H 0.50 0.57 -5.09  0.17
H 0.61 1.97 -3.23  0.22
H 0.83 2.46 -0.84  0.22
H 0.28 2.34 4.99  0.26
H 1.24 3.40 3.91  0.23
H 2.16 1.76 2.06  0.43
H 3.38 -0.61 3.18  0.22
H 4.56 0.65 2.81  0.20
H 2.94 -0.48 -1.49  0.21
H 0.96 -1.49 -2.49  0.22
H -1.24 -1.98 -3.11  0.18
H -0.34 -3.46 -2.68  0.18

How do the records compare in LUMO energy? In the order shown, they have -0.006 0.021 0.023 Eh.
How do the records compare in Kohn-Sham gap? In the order shown, they have 9.61 10.06 8.51 eV.
How do the records compare in energy relative to the best compared isomer or geometry (same formula, charge and spin)? In the order shown, they have 2.880 1.153 0.110 eV.